11
Properties=species:S:1:pos:R:3:mulliken_charge:R:1 method="wB97M-V/def2-TZVPD" e_above_lowest_kcal_mol=38.21 homo_lumo_gap_ev=9.481 total_energy_ha=-736.74402 smiles="NC(=S)NOC=O"
S -1.23316 1.29937 0.06742 -0.338
O 2.06342 -0.25033 1.07080 -0.497
O 1.20515 -0.01970 -0.97246 -0.229
N 0.15809 -0.88138 -0.60734 -0.222
N -1.83174 -1.29259 0.31298 -0.430
C 2.03402 0.33731 0.02013 0.223
C -0.94682 -0.31055 -0.00776 0.320
H 2.65813 1.18037 -0.30570 0.359
H -2.66126 -0.93466 0.79138 0.244
H 0.55179 -1.68488 -0.13039 0.319
H -1.77420 -2.13336 -0.23440 0.250


14
Properties=species:S:1:pos:R:3:mulliken_charge:R:1 method="wB97M-V/def2-TZVPD" e_above_lowest_kcal_mol=109.10 homo_lumo_gap_ev="5.969 / 5.953" total_energy_ha=-1066.87224 smiles="CC1=NN(C)P(Cl)#C1"
Cl 3.84198 0.45247 -0.35442 -0.429
P 1.75466 -0.81530 -0.66132 0.296
N 0.76497 0.41666 0.07152 0.575
N -0.49062 0.21344 0.07369 -0.609
C -0.89165 -1.03857 -0.32663 0.503
C -2.29716 -1.34549 -0.06902 -0.971
C 1.23789 1.76817 0.47377 -0.883
C 0.12291 -1.79742 -0.80055 -0.354
H 0.32428 2.45745 0.52990 0.332
H -2.97636 -1.23824 -0.88559 0.270
H -2.41291 -2.31254 0.38171 0.286
H 1.80284 1.63599 1.29279 0.390
H 1.92601 2.10456 -0.32582 0.310
H -2.70685 -0.50118 0.59997 0.283


75
Properties=species:S:1:pos:R:3:mulliken_spin:R:1 method="wB97M-V/def2-TZVPD" spin_multiplicity=6 e_above_lowest_kcal_mol=6.24 charge=+1 homo_lumo_gap_ev="7.732 / 5.294" total_energy_ha=-8054.20565
Br 0.90138 1.64059 4.70374 0.032
Br 2.58319 6.52777 2.58996 0.049
Fe 0.06785 -0.61449 0.54100 3.618
O 0.02037 -0.30257 -1.43459 0.099
O 0.62791 0.96848 1.76300 0.362
N -0.23081 -2.98062 0.16303 0.063
N -2.01668 -0.24325 0.01748 0.046
N 2.17008 -1.41587 0.84928 0.030
N -2.25649 0.04510 -1.29480 -0.004
N 1.36899 2.37275 -0.44536 -0.004
N -1.25036 -0.97324 2.38624 0.026
C 1.64434 2.38017 -2.84437 0.001
C -2.56650 -0.77404 2.20223 0.016
C -1.17392 0.23731 -3.41803 -0.003
C 1.00079 -3.58850 0.68009 0.009
C -2.21225 0.98090 -3.97179 0.000
C 2.19442 5.02325 -0.21023 0.053
C 2.65108 -1.42796 2.23881 0.031
C -1.24445 0.70453 -6.15560 0.000
C 2.01477 4.77481 2.27930 0.255
C 3.03601 -0.52564 0.05734 0.006
C -1.39136 -3.61080 0.80143 0.008
C 1.73526 3.98144 3.38062 -0.078
C -0.21442 -0.04816 -5.60762 0.000
C -2.24059 1.21983 -5.33663 0.000
C 1.89251 4.27805 0.94770 -0.037
C -1.11782 -0.01314 -1.95704 0.018
C -2.98721 -0.36698 0.83955 -0.016
C 1.09957 2.11437 1.90193 0.052
C -1.67023 -1.57281 4.66028 0.003
C -3.02865 -1.38123 4.47145 -0.002
C 2.22327 -2.78092 0.28950 0.016
C -0.17564 -0.27501 -4.24107 0.004
C 2.08793 4.42362 -1.43151 -0.032
C -3.48196 -0.96995 3.22883 -0.001
C 1.29819 2.68537 3.20629 0.196
C -0.82336 -1.34656 3.58816 0.027
C -4.42813 -0.17165 0.50217 0.005
C 1.69059 3.07172 -1.52008 0.023
C -0.34764 -3.20338 -1.28714 0.014
C 1.45696 2.95617 0.75531 0.111
H 2.11837 -2.18205 2.81659 -0.001
H -0.33452 -4.27750 -1.51142 0.002
H 3.13497 -3.29051 0.62285 0.000
H 4.05887 -0.91763 0.01110 0.003
H 3.05848 0.46094 0.51607 0.003
H 1.10925 -4.62061 0.31985 0.003
H -1.44857 -4.67631 0.54641 0.001
H 0.62996 -0.84852 -3.80097 0.001
H 0.55755 -0.45690 -6.24640 0.000
H -1.26900 -1.88602 5.61362 -0.001
H 0.89764 2.84016 -3.49543 0.004
H -4.53474 -0.80489 3.05201 0.000
H -1.28876 -2.78219 -1.63802 -0.001
H 2.60909 2.46373 -3.34878 0.004
H 2.51812 6.05085 -0.12198 0.007
H 0.91902 -3.63956 1.76858 -0.005
H 1.85196 4.38344 4.37672 0.004
H -1.32619 -3.51665 1.88390 0.001
H -4.52005 0.13846 -0.53376 0.000
H -2.30264 -3.12321 0.45720 -0.003
H -2.98659 1.36767 -3.32391 0.000
H 0.45379 -2.70917 -1.82715 -0.004
H -4.87348 0.58781 1.14770 0.000
H 2.32373 4.96691 -2.33683 0.001
H -1.27262 0.88691 -7.22192 0.000
H 0.24774 -1.46359 3.70131 -0.005
H -3.04284 1.80668 -5.76421 0.000
H 2.63581 -0.42518 -0.95119 -0.001
H 3.72012 -1.66850 2.27265 0.001
H 2.48959 -0.45487 2.69899 -0.005
H -4.98945 -1.09771 0.64623 0.000
H 1.39212 1.33355 -2.70373 -0.002
H 2.28368 -2.69817 -0.79546 -0.005
H -3.72741 -1.54687 5.28049 0.000


12
Properties=species:S:1:pos:R:3:mulliken_charge:R:1 method="wB97M-V/def2-TZVPD" e_above_lowest_kcal_mol=40.61 homo_lumo_gap_ev=10.222 total_energy_ha=-248.46177 smiles="CN(C)C=O"
O -2.30860 -0.30722 -0.03182 -0.547
N -0.11595 -0.12427 -0.15415 0.133
C -0.24899 1.26403 0.02344 -0.935
C -1.23557 -0.83451 -0.00900 0.010
C 1.22451 -0.69433 -0.01817 -0.817
H -1.09648 -1.89933 0.02127 0.375
H 1.79911 0.19693 0.38495 0.345
H -1.09418 1.64848 -0.75171 0.268
H -0.64961 1.52691 1.02422 0.293
H 1.26305 -1.48941 0.81871 0.303
H 0.68394 1.90352 -0.35089 0.375
H 1.77879 -1.19079 -0.95686 0.198


111
Properties=species:S:1:pos:R:3:mulliken_charge:R:1 method="wB97M-V/def2-TZVPD" charge=-1 homo_lumo_gap_ev=5.026 total_energy_ha=-3790.38159
S -2.10859 -0.97634 -4.25608 1.011
S -4.88571 -1.41349 -0.57509 -0.432
P -3.49623 -0.46615 -1.55741 0.131
P -1.84837 -1.71170 -2.25640 1.471
O -0.64705 -1.20870 0.19868 -0.116
O -2.41824 4.86769 -3.14991 -0.694
O -1.27367 -1.00194 5.28503 -0.641
O -0.73822 -0.35576 -1.99086 0.390
O -0.96408 -1.83264 10.55024 -0.700
O 0.52917 7.94032 0.07190 -0.699
O -3.42599 -1.46009 -4.93740 -0.702
O -0.93498 -1.54366 -5.14321 -0.724
C -1.79165 -0.49028 8.81059 0.299
C -1.22656 -1.20709 6.49164 0.506
C 3.00438 -0.23179 -2.59954 0.161
C 0.20852 -3.74902 8.88764 -0.621
C 0.75459 -4.67859 8.00133 -0.413
C -2.36392 -4.32252 -3.63683 -0.366
C -1.72142 5.57198 -2.42974 0.474
C -1.87056 9.82612 -2.79780 -0.434
C -0.75994 3.56637 -1.31322 -0.681
C -1.40556 -2.28114 -0.46718 -0.983
C -1.00407 7.84555 -1.70474 0.124
C 3.03266 -2.86281 -2.39030 0.111
C -1.11098 -5.23784 -3.09544 -0.647
C 0.33558 -4.84343 -3.77548 -0.363
C 0.84352 5.17380 0.31178 -0.574
C -1.23290 -0.82978 1.49390 -0.540
C 0.63898 -4.48249 6.62545 -0.569
C -0.82618 4.96122 -1.42594 0.260
C 1.50805 -5.11308 -2.65634 -0.676
C 4.23581 0.76346 -3.01803 -0.852
C 0.92088 3.78363 0.41021 -0.918
C 5.61941 0.01628 -3.47473 -0.621
C -3.14083 1.75249 7.83117 -0.513
C 0.11293 2.98113 -0.39491 -0.303
C -2.60974 9.02298 -3.66582 -0.472
C 6.21100 -1.07949 -2.41082 -0.253
C -0.55437 -2.41056 7.02069 0.148
C -0.03630 5.76387 -0.60376 0.324
C 5.98280 -0.71578 -0.82947 -0.923
C -0.12438 7.23527 -0.68835 0.655
C -1.84928 -0.25804 7.43695 0.135
C -2.55892 7.63256 -3.54550 -0.490
C 2.94591 -4.36158 -3.04848 -0.714
C -0.01018 -3.34819 6.13325 -0.498
C -1.06120 -1.65867 9.34090 0.552
C -2.95270 -3.25046 -2.53749 -0.887
C -1.75816 7.04236 -2.55894 0.128
C 2.90558 -1.62442 -3.45745 -0.180
C -2.51570 0.87250 6.94657 -0.551
C -0.45585 -2.61764 8.39576 0.369
C -1.06768 9.24073 -1.81773 -0.546
C -1.94061 0.91809 -4.39963 -0.652
C -3.10412 1.50690 9.20352 -0.430
C -2.42564 0.39059 9.69523 -0.569
H 1.16575 -4.87293 -1.54461 0.255
H -3.14159 7.01276 -4.22517 0.458
H -0.55893 -0.00878 2.03082 0.112
H 4.88235 -0.84720 -0.44493 0.191
H -2.57142 1.49710 -3.60150 0.160
H 3.61230 -1.69138 -4.38748 0.418
H -3.25392 -5.08632 -3.85706 0.345
H 4.45282 1.51539 -2.12166 0.258
H -1.02906 -5.19643 -1.92268 0.269
H -1.91557 10.90940 -2.88660 0.384
H -1.37013 -6.37368 -3.35492 0.366
H 1.26654 -5.55840 8.38507 0.376
H 0.35841 -3.73779 -4.15810 0.058
H 6.43581 0.87407 -3.62401 0.340
H -0.71239 -2.48411 -2.71621 -0.991
H -2.06982 -3.84498 -4.66390 0.200
H -2.39676 0.20806 10.76819 0.440
H 1.61037 3.32725 1.11697 0.456
H 0.29840 -3.91128 9.96048 0.443
H 1.74374 -6.28102 -2.66324 0.343
H 2.97677 -0.52076 -1.45149 0.088
H -3.60216 2.18592 9.89205 0.385
H -3.66175 2.62744 7.44853 0.392
H -2.29611 -0.33572 1.32861 0.231
H -2.36005 1.23621 -5.47074 0.352
H -0.80826 1.24672 -4.25124 0.127
H -3.04779 -3.85109 -1.51390 0.283
H 3.78096 -5.01672 -2.50363 0.279
H 0.16650 1.89783 -0.31176 0.659
H -2.34747 -2.58728 0.17208 0.550
H 3.99238 -2.73006 -1.69446 0.136
H -1.29488 -1.77202 2.20849 0.190
H -0.72531 -3.25715 -0.51500 -0.128
H 3.14368 -4.34868 -4.21744 0.292
H 1.47355 5.79404 0.94720 0.437
H -3.22811 9.47902 -4.43596 0.385
H -1.38354 2.93354 -1.94224 0.588
H 1.05622 -5.21191 5.93456 0.407
H 6.63491 -1.50015 -0.20975 0.314
H 3.84382 1.44121 -3.91669 0.321
H 2.10461 -2.76698 -1.64574 -0.175
H 5.81661 -2.13235 -2.73504 0.141
H 0.46554 -5.56003 -4.71019 0.396
H 7.39204 -1.10972 -2.58145 0.344
H 0.16147 -0.72768 -2.23611 -0.508
H -0.09333 -3.20099 5.05760 0.558
H -2.90502 0.54269 -0.67627 -0.037
H -0.48961 9.87403 -1.14680 0.442
H 6.39649 0.34555 -0.50526 0.281
H -4.05690 -2.99610 -2.87439 0.433
H -2.55322 1.06764 5.87626 0.487
H 1.99608 0.37776 -2.78829 -0.105
H 5.44294 -0.42600 -4.56919 0.252
H 1.79386 -1.67346 -3.88888 -0.142
H -4.16109 0.17483 -2.69536 0.160